{"formula": "C5H3BrN2", "method": "the ωB97M-V functional and the def2-TZVPD basis", "total_energy_ha": -2875.59807, "homo_energy_ev": [-8.780, -7.474], "lumo_energy_ev": [-0.38, -1.11], "relative_energy_ev": 3.7294, "total_charge": 0, "homo_lumo_gap_ev": [8.40, 6.36], "elements": ["C", "C", "C", "C", "C", "N", "N", "Br", "H", "H", "H"], "xyz": [[-3.161429, -2.438030, 0.117532], [-0.902417, 0.829357, 0.662877], [-1.984495, -1.829501, -0.130267], [-2.075914, 1.308451, 0.609853], [-0.157106, -0.355119, -0.271944], [-4.164551, -2.870626, 0.492053], [-0.932732, -1.376187, -0.457091], [-3.740472, 0.892193, -0.160339], [-0.073683, 1.370188, 1.068354], [0.150935, 0.153335, -1.040116], [0.820168, -0.730831, 0.200188]], "atomic_forces_ev_per_a": [[1.587, 0.499, -0.143], [2.881, -1.298, -1.330], [-0.762, 0.107, 0.319], [-2.269, 0.000, -0.256], [1.508, 1.444, 7.069], [-1.275, -0.639, 0.214], [-2.478, -4.291, -1.926], [0.686, 0.354, 0.309], [0.140, 0.543, 0.762], [1.305, 2.537, -4.941], [-1.322, 0.745, -0.077]], "mulliken_charge": [0.025, -0.221, 0.480, -0.147, -0.365, -0.439, -0.242, -0.073, 0.287, 0.373, 0.323]}

***

{"formula": "C5H3ClNOS", "method": "the ωB97M-V functional and the def2-TZVPD basis", "total_energy_ha": -1180.72125, "homo_energy_ev": -3.491, "lumo_energy_ev": 3.15, "relative_energy_ev": 0.0000, "total_charge": -1, "smiles": "[O-]c1ccn(Cl)c(=S)c1", "homo_lumo_gap_ev": 6.64, "elements": ["C", "C", "C", "C", "C", "N", "O", "S", "Cl", "H", "H", "H"], "xyz": [[-0.539853, -0.360315, -1.301140], [1.355966, 0.192892, 0.065563], [-1.294519, -0.231836, -0.182520], [0.572314, 0.310463, 1.217758], [0.852809, -0.137873, -1.272836], [-0.782355, 0.053961, 1.023834], [1.531516, -0.280419, -2.312389], [1.096732, 0.862874, 2.722823], [-1.892080, 0.261553, 2.318884], [-0.835992, -0.675182, -2.320155], [2.364580, 0.308650, 0.108618], [-2.429117, -0.304767, -0.068440]], "atomic_forces_ev_per_a": [[-1.514, -0.392, -0.699], [-2.805, -0.724, -1.133], [-2.743, -0.407, -0.795], [0.610, 0.471, -0.716], [1.471, -0.014, 1.398], [0.420, 0.324, 0.873], [0.183, 0.270, 0.428], [0.414, -0.050, 0.508], [0.272, -0.099, -0.468], [-0.722, 0.299, 0.951], [2.702, 0.533, 0.554], [1.711, -0.211, -0.902]], "mulliken_charge": [-0.635, -0.725, 0.109, 0.006, 0.579, -0.067, -0.779, -0.505, -0.065, 0.278, 0.516, 0.288]}

***

{"formula": "C5H3F", "method": "the ωB97M-V functional and the def2-TZVPD basis", "total_energy_ha": -292.05143, "homo_energy_ev": -9.711, "lumo_energy_ev": 0.71, "relative_energy_ev": 0.0000, "total_charge": 0, "smiles": "C#CC#CCF", "homo_lumo_gap_ev": 10.42, "elements": ["C", "C", "C", "C", "C", "H", "H", "H", "F"], "xyz": [[-1.178599, 0.012701, -1.572697], [-0.312607, -0.198798, -0.419821], [0.418273, -0.334164, 0.534719], [1.246020, -0.532793, 1.630680], [1.957977, -0.705772, 2.585013], [-0.723213, -0.437221, -2.476717], [-2.158782, -0.435256, -1.396817], [2.585090, -0.850833, 3.412597], [-1.387720, 1.364030, -1.787382]], "atomic_forces_ev_per_a": [[0.056, -0.321, -0.201], [0.603, 0.029, 0.714], [-0.302, -0.097, -0.364], [-0.065, 0.045, -0.054], [-0.566, 0.152, -0.791], [-0.249, 0.304, 0.377], [0.065, -0.099, -0.044], [0.358, -0.092, 0.486], [0.099, 0.079, -0.123]], "mulliken_charge": [-0.341, 0.113, 0.011, -0.116, -0.286, 0.220, 0.219, 0.446, -0.265]}

***

{"formula": "C5H3F3", "method": "the ωB97M-V functional and the def2-TZVPD basis", "total_energy_ha": -491.79019, "homo_energy_ev": -10.540, "lumo_energy_ev": 0.81, "relative_energy_ev": 2.0990, "total_charge": 0, "smiles": "C#CC(=C)C(F)(F)F", "homo_lumo_gap_ev": 11.35, "elements": ["C", "C", "C", "C", "C", "F", "F", "F", "H", "H", "H"], "xyz": [[0.100157, 1.175111, -2.381860], [0.006199, 0.800473, -1.254321], [-1.297021, 0.263892, 1.123219], [-0.366275, 0.032762, 0.258231], [0.847536, -0.937623, 0.610585], [0.614194, -1.836984, 1.565288], [1.835998, -0.127635, 0.966936], [1.279420, -1.621699, -0.524686], [0.315778, 1.711027, -3.207754], [-1.194132, -0.468104, 1.947382], [-2.141853, 1.008779, 0.896980]], "atomic_forces_ev_per_a": [[-0.073, -0.478, 1.752], [-1.943, -2.722, 5.171], [-2.086, 0.532, 0.094], [4.155, 0.363, -4.824], [-0.941, 0.801, -2.533], [-0.045, 0.376, -0.185], [0.645, -0.263, 0.462], [-0.661, 0.654, 1.596], [0.424, 1.106, -2.407], [-0.901, 1.022, -0.015], [1.427, -1.391, 0.890]], "mulliken_charge": [0.156, -0.851, -0.630, 0.179, 0.771, -0.240, -0.218, -0.251, 0.503, 0.297, 0.286]}